{"formula": "C5H6N2O", "method": "wB97M-V/def2-TZVPD", "spin_multiplicity": 1, "fmax_ev_per_a": 5.001, "energy_ev": -10307.402, "gap_ev": 7.9266, "molar_mass_g_mol": 110.12, "symbols": ["O", "C", "C", "C", "C", "C", "N", "N", "H", "H", "H", "H", "H", "H"], "coordinates": [[-2.487, 1.035, 0.114], [-2.474, -0.198, 0.098], [-1.280, -0.961, -0.068], [-0.098, -0.279, 0.017], [0.272, 1.098, -0.144], [1.684, 1.161, 0.011], [2.205, -0.153, 0.059], [1.124, -1.006, 0.124], [-3.418, -0.667, 0.331], [-1.404, -2.031, -0.403], [-0.363, 1.963, -0.346], [2.265, 2.030, -0.020], [2.869, -0.271, 0.857], [1.105, -1.720, -0.628]]}

{"formula": "C5H6N2O", "method": "wB97M-V/def2-TZVPD", "spin_multiplicity": 1, "fmax_ev_per_a": 4.661, "energy_ev": -10307.663, "gap_ev": 10.1444, "molar_mass_g_mol": 110.12, "symbols": ["N", "C", "C", "N", "C", "C", "C", "O", "H", "H", "H", "H", "H", "H"], "coordinates": [[-2.824, 0.856, 0.816], [-1.881, 0.358, 0.399], [-0.730, -0.141, -0.085], [-0.572, -1.472, 0.301], [-0.127, 0.330, -1.350], [0.484, 0.807, -0.048], [1.650, 0.205, 0.494], [2.077, -0.891, 0.193], [0.349, -1.783, 0.239], [-0.699, -1.530, 1.304], [-0.647, 0.941, -1.962], [0.457, -0.349, -1.873], [0.300, 1.904, 0.290], [2.161, 0.764, 1.285]]}

{"formula": "C5H6N2O2", "method": "wB97M-V/def2-TZVPD", "spin_multiplicity": 1, "fmax_ev_per_a": 1.713, "energy_ev": -12355.641, "gap_ev": 9.9205, "molar_mass_g_mol": 126.11, "symbols": ["H", "N", "C", "C", "O", "O", "C", "C", "C", "N", "H", "H", "H", "H", "H"], "coordinates": [[-2.649, 0.039, -1.678], [-1.746, -0.145, -1.246], [-1.071, 0.851, -0.951], [0.273, 0.737, -0.251], [1.161, 1.596, -0.830], [-0.102, 1.080, 1.127], [-0.413, -0.100, 1.710], [-0.013, -1.195, 1.043], [0.790, -0.683, -0.060], [1.895, -1.021, -0.563], [2.198, -1.970, -0.337], [-1.333, 1.898, -1.118], [2.021, 1.147, -0.863], [-0.930, -0.020, 2.652], [-0.081, -2.215, 1.366]]}

{"formula": "C5H6N2O2", "method": "wB97M-V/def2-TZVPD", "spin_multiplicity": 3, "fmax_ev_per_a": 6.720, "energy_ev": -12351.703, "gap_ev": [6.8465, 7.1802], "molar_mass_g_mol": 126.11, "symbols": ["C", "C", "C", "C", "C", "N", "N", "O", "O", "H", "H", "H", "H", "H", "H"], "coordinates": [[0.798, 1.117, -0.872], [-2.861, 0.271, -0.017], [-0.131, 0.025, -1.487], [-0.685, -0.940, -0.487], [0.418, 1.992, 1.215], [0.832, 1.038, 0.550], [-1.952, -0.462, 0.079], [1.394, 1.848, -1.581], [-3.907, 0.799, 0.041], [-0.890, 0.552, -2.025], [0.315, -0.564, -2.386], [-0.961, -1.838, -0.964], [0.025, -1.117, 0.318], [0.315, 1.906, 2.213], [0.205, 2.860, 0.521]]}

{"formula": "C5H6N2O2S", "method": "wB97M-V/def2-TZVPD", "spin_multiplicity": 1, "fmax_ev_per_a": 3.951, "energy_ev": -23191.656, "gap_ev": 9.2085, "molar_mass_g_mol": 158.18, "symbols": ["C", "N", "C", "O", "N", "S", "C", "C", "C", "O", "H", "H", "H", "H", "H", "H"], "coordinates": [[2.392, 0.138, 1.740], [1.162, 0.135, 1.014], [1.071, 0.850, -0.103], [1.793, 1.571, -0.748], [-0.516, 0.378, -0.654], [-1.017, 1.128, -2.052], [-2.400, 0.111, -2.177], [-2.463, -0.769, -1.131], [-1.350, -0.671, -0.215], [-1.055, -1.344, 0.771], [2.124, 0.759, 2.598], [2.650, -0.896, 2.239], [3.255, 0.524, 1.281], [0.451, -0.602, 1.355], [-2.938, 0.291, -3.025], [-3.161, -1.602, -0.893]]}

{"formula": "C5H6N2O4", "method": "wB97M-V/def2-TZVPD", "spin_multiplicity": 1, "fmax_ev_per_a": 1.266, "energy_ev": -16451.331, "gap_ev": 10.5099, "molar_mass_g_mol": 158.11, "symbols": ["C", "C", "N", "C", "O", "O", "N", "C", "O", "C", "O", "H", "H", "H", "H", "H", "H"], "coordinates": [[-1.626, -0.302, -0.198], [-0.160, 0.124, -0.257], [0.361, 0.048, -1.599], [-0.080, 1.619, 0.201], [-0.030, 1.938, 1.348], [-0.108, 2.461, -0.817], [0.606, -0.674, 0.681], [0.695, -1.344, 1.893], [0.025, -1.734, 2.786], [1.860, -1.090, 1.090], [2.990, -1.088, 0.726], [-1.724, -1.348, -0.482], [-1.999, -0.177, 0.815], [-2.217, 0.308, -0.876], [1.374, 0.125, -1.603], [0.109, -0.822, -2.053], [-0.077, 1.957, -1.657]]}

{"formula": "C5H6N2OS", "method": "wB97M-V/def2-TZVPD", "spin_multiplicity": 1, "fmax_ev_per_a": 1.981, "energy_ev": -21143.673, "gap_ev": 9.6819, "molar_mass_g_mol": 142.18, "symbols": ["O", "N", "C", "C", "C", "N", "S", "C", "C", "H", "H", "H", "H", "H", "H"], "coordinates": [[-1.610, -2.003, 1.231], [-0.876, -0.652, -2.013], [-0.490, -0.689, -0.743], [-0.601, 0.646, -2.385], [-0.101, 1.364, -1.307], [0.000, 0.500, -0.279], [-0.321, -2.019, 0.500], [0.554, 0.552, 1.097], [0.647, -0.939, 1.600], [-0.851, 1.036, -3.370], [0.243, 2.393, -1.325], [1.529, 1.039, 1.140], [-0.124, 1.102, 1.716], [0.327, -1.046, 2.641], [1.674, -1.282, 1.497]]}

{"formula": "C5H6N2S", "method": "wB97M-V/def2-TZVPD", "spin_multiplicity": 1, "fmax_ev_per_a": 4.638, "energy_ev": -19096.179, "gap_ev": 8.5047, "molar_mass_g_mol": 126.18, "symbols": ["C", "N", "C", "C", "S", "N", "C", "C", "H", "H", "H", "H", "H", "H"], "coordinates": [[-2.510, 0.869, -0.123], [-1.375, 1.506, 0.026], [-0.382, 0.654, 0.036], [-0.762, -0.689, -0.064], [-2.383, -0.832, 0.024], [0.404, -1.572, -0.173], [1.578, -0.678, 0.064], [1.108, 0.797, -0.043], [-3.432, 1.400, -0.049], [0.437, -2.377, 0.341], [2.401, -0.816, -0.658], [2.169, -1.024, 1.044], [1.224, 1.301, -1.087], [1.522, 1.461, 0.660]]}

{"formula": "C5H6N2S", "method": "wB97M-V/def2-TZVPD", "spin_multiplicity": 1, "fmax_ev_per_a": 3.240, "energy_ev": -19092.871, "gap_ev": 8.7092, "molar_mass_g_mol": 126.18, "symbols": ["C", "C", "C", "C", "N", "N", "C", "S", "H", "H", "H", "H", "H", "H"], "coordinates": [[1.171, -1.973, -0.220], [0.601, -0.669, -0.350], [0.553, 0.640, -0.282], [0.719, 1.976, 0.249], [-0.555, -0.057, -0.937], [-1.701, -0.239, -0.160], [-2.823, 0.049, 0.158], [-4.213, 0.325, 0.879], [0.864, -2.701, 0.598], [2.219, -1.707, -0.054], [1.056, -2.425, -1.171], [0.962, 1.930, 1.298], [-0.291, 2.315, 0.242], [1.435, 2.536, -0.249]]}

{"formula": "C5H6N3O2", "method": "wB97M-V/def2-TZVPD", "spin_multiplicity": 1, "fmax_ev_per_a": 4.461, "charge": 1, "energy_ev": -13837.592, "gap_ev": 8.2438, "molar_mass_g_mol": 140.12, "symbols": ["N", "C", "N", "C", "N", "C", "C", "C", "O", "O", "H", "H", "H", "H", "H", "H"], "coordinates": [[-0.532, 0.594, -2.759], [-0.902, 0.739, -1.713], [-1.397, 1.039, -0.478], [-0.816, 0.825, 0.723], [-1.496, 1.411, 1.673], [0.341, 0.085, 1.214], [1.019, -0.730, 0.438], [1.509, -1.587, -0.454], [0.841, -2.721, -0.636], [2.590, -1.460, -1.237], [-2.178, 1.666, -0.544], [-1.250, 1.341, 2.589], [-2.214, 2.149, 1.415], [0.527, 0.246, 2.342], [0.820, -2.994, -1.526], [3.139, -0.602, -1.046]]}

Which formula does entry 1 have?
C5H6N2O